No. 1
{
  "formula": "C5H13BBrNO5P",
  "method": "ωB97M-V with the def2-TZVPD basis set",
  "charge": -1,
  "e_tot_ev": -97137.3730,
  "e_homo_ev": -4.4,
  "elements": ["C", "C", "N", "B", "O", "C", "C", "Br", "C", "P", "O", "O", "O", "O", "H", "H", "H", "H", "H", "H", "H", "H", "H", "H", "H", "H", "H"],
  "coordinates": [[-0.60760, 2.59978, -1.57612], [-1.81080, 2.12461, -0.79366], [-1.51567, 0.95008, -0.00084], [-0.53216, 1.15794, 1.16484], [-0.87775, 0.15935, 2.21701], [0.24382, -0.60449, 2.49788], [1.04866, -0.56889, 1.14696], [2.98526, -0.75707, 1.45501], [0.43018, -1.62771, 0.23838], [1.17535, -1.92711, -1.38992], [0.93669, -0.91173, -2.37987], [0.48827, -3.32448, -1.85929], [2.70183, -2.30343, -1.26634], [0.85612, 0.67919, 0.73575], [-0.85723, 3.56361, -2.01439], [0.26423, 2.75142, -0.95791], [-0.40953, 1.92257, -2.39520], [-2.57293, 1.85739, -1.52416], [-2.22972, 2.96309, -0.22297], [-2.38023, 0.56916, 0.36283], [-0.42466, 2.30338, 1.58384], [0.81528, -0.07893, 3.26100], [-0.05983, -1.60936, 2.76782], [-0.59361, -1.35248, 0.03776], [0.44405, -2.56115, 0.79133], [-0.41460, -3.31781, -1.49959], [2.89655, -2.65694, -0.38015]],
  "atomic_forces_ev_per_a": [[-0.429, 0.477, -0.240], [-0.119, -0.352, -0.221], [0.042, 0.355, 0.582], [-0.118, -0.605, -0.388], [-0.469, -0.124, -0.146], [0.255, 0.508, -0.438], [-1.753, 0.619, 0.971], [0.500, -0.603, 0.318], [1.632, -0.947, -0.378], [-0.865, -0.185, 0.182], [-0.033, 1.424, -1.187], [-0.292, -0.279, 0.825], [0.342, -0.653, 0.556], [0.268, 1.042, -0.731], [0.008, 0.296, -0.180], [0.299, -0.219, 0.180], [0.407, -0.333, -0.020], [-0.304, 0.012, -0.181], [0.071, 0.130, 0.311], [-0.031, -0.031, 0.104], [-0.073, 0.123, -0.087], [0.488, -0.398, 0.356], [0.163, -0.311, 0.398], [-0.407, 0.454, 0.000], [-0.035, -0.427, 0.052], [0.235, -0.196, -0.374], [0.217, 0.224, -0.265]],
  "lowdin_charge": [-0.1033, -0.3450, 0.0258, -0.7307, -0.0548, -0.2330, -0.8906, 0.7466, -0.2011, 0.3747, -0.2524, -0.1572, -0.1642, -0.0825, 0.0567, 0.0631, 0.0658, 0.0929, 0.0913, 0.0852, 0.1080, 0.1064, 0.1122, 0.0982, 0.0950, 0.0691, 0.0238]
}


No. 2
{
  "formula": "C5H13BrN",
  "method": "ωB97M-V with the def2-TZVPD basis set",
  "charge": 1,
  "e_tot_ev": -76916.3422,
  "s_squared": 2.008,
  "multiplicity": 3,
  "e_above_lowest_kj_mol": 0.00,
  "e_homo_ev": [-11.0, -14.2],
  "elements": ["C", "C", "C", "C", "C", "N", "Br", "H", "H", "H", "H", "H", "H", "H", "H", "H", "H", "H", "H", "H"],
  "coordinates": [[1.60051, 0.13436, 0.69824], [-0.93382, 1.51339, 1.91333], [0.19539, -1.43815, -2.37974], [0.51814, -0.70307, 0.02255], [-1.69192, 0.43526, 1.36604], [0.29051, -0.38130, -1.33642], [-2.76333, 0.52411, -0.10036], [1.35812, 0.22760, 1.68909], [1.59813, 1.18762, 0.31884], [2.54282, -0.36673, 0.68343], [-0.77472, 2.09914, 1.01076], [0.04538, 1.06300, 2.19487], [-1.53957, 2.16696, 2.56296], [1.15954, -1.84260, -2.44587], [-0.69445, -2.05382, -2.04220], [-0.03994, -0.83524, -3.41540], [0.58076, -1.82764, 0.21524], [-1.79169, -0.43698, 2.14208], [0.98941, 0.41839, -1.67972], [-0.64927, 0.11569, -1.41773]],
  "atomic_forces_ev_per_a": [[-1.482, 0.428, -2.316], [0.625, 1.230, -1.581], [-2.559, 1.918, -1.726], [2.839, -2.166, 1.161], [-1.035, -3.631, 3.471], [-0.407, 4.109, -2.522], [-0.493, -0.024, -0.629], [-0.267, -0.024, 2.491], [0.375, -0.924, 0.051], [0.901, -0.182, -0.461], [0.712, 0.953, 0.120], [-1.198, 1.231, 0.912], [0.759, -0.341, 0.492], [0.939, -1.375, -0.196], [1.460, 0.179, -0.858], [0.423, -1.793, 2.577], [-0.560, 1.656, -0.226], [-0.422, 1.199, -2.178], [-1.534, -2.092, 0.955], [0.925, -0.351, 0.463]],
  "lowdin_charge": [-0.0538, -0.2081, -0.0005, -0.1171, -0.7616, -0.1068, 0.8200, 0.0235, 0.1140, 0.0908, 0.0624, 0.0621, 0.1081, 0.0760, 0.1294, 0.1694, 0.1611, 0.1107, 0.2322, 0.0882]
}


No. 3
{
  "formula": "C5H13BrNO2",
  "method": "ωB97M-V with the def2-TZVPD basis set",
  "charge": 1,
  "e_tot_ev": -81012.5587,
  "e_homo_ev": -11.4,
  "elements": ["C", "C", "C", "C", "C", "N", "O", "O", "Br", "H", "H", "H", "H", "H", "H", "H", "H", "H", "H", "H", "H", "H"],
  "coordinates": [[-2.18823, 2.16264, 0.62912], [0.09883, -2.80048, -0.70988], [-1.09330, 2.83770, -0.08101], [0.30888, -1.57337, 0.21340], [0.61894, -0.40060, -0.59162], [2.10922, -0.62751, -0.96715], [-0.46847, 3.89340, 0.30834], [1.30460, -1.88224, 1.19062], [0.70141, 1.11265, 0.72640], [-1.92110, 1.08133, 0.92321], [-3.06001, 2.15914, -0.02468], [-2.34663, 2.69560, 1.54184], [-0.55305, -3.47059, -0.16470], [0.98471, -3.23219, -0.97100], [-0.39672, -2.33172, -1.64004], [-0.80996, 2.52116, -1.07677], [-0.73102, -1.41207, 0.60607], [2.04830, -1.30915, -1.73541], [2.70770, 0.04560, -1.12808], [2.42786, -1.26035, -0.10185], [-0.71578, 4.26074, 1.17893], [0.97384, -2.46970, 1.87426]],
  "atomic_forces_ev_per_a": [[0.308, -1.150, 0.282], [-2.880, 3.004, -0.506], [1.398, -0.967, 0.285], [-2.093, -1.883, 0.109], [0.527, 1.903, -0.735], [-3.735, -7.573, 3.375], [-0.636, 0.296, -0.285], [0.029, 0.504, 0.203], [0.703, 0.130, 0.055], [-0.482, 1.768, -0.839], [-0.188, 0.013, 0.130], [-0.594, 0.279, 0.694], [-0.050, -0.455, -0.386], [2.422, -1.432, -0.691], [0.424, -1.314, 1.298], [-0.085, 0.171, -0.160], [1.110, 0.164, 0.360], [0.330, 0.647, -0.065], [3.500, 4.732, -1.173], [0.125, 1.636, -1.798], [-0.142, -0.354, -0.124], [0.008, -0.119, -0.032]],
  "lowdin_charge": [-0.0575, -0.0350, -0.2679, -0.6066, -0.5259, 0.1151, 0.1104, -0.0844, 0.8596, 0.0977, 0.1119, 0.0884, 0.0855, 0.0386, 0.1202, 0.1293, 0.1379, 0.1544, 0.0580, 0.1833, 0.1699, 0.1172]
}


No. 4
{
  "formula": "C5H13ClI2N2O2PRh",
  "method": "ωB97M-V with the def2-TZVPD basis set",
  "charge": 2,
  "e_tot_ev": -53475.1769,
  "s_squared": 6.023,
  "multiplicity": 5,
  "e_above_lowest_kj_mol": 64.63,
  "e_homo_ev": [-15.4, -16.7],
  "elements": ["I", "I", "Rh", "P", "C", "C", "H", "H", "H", "C", "H", "H", "H", "H", "H", "H", "C", "O", "Cl", "N", "C", "N", "O", "H", "H", "H", "H"],
  "coordinates": [[2.29671, -2.41040, -0.33940], [-1.73832, -2.50977, -0.48759], [0.13683, -0.81952, 0.23536], [0.10569, 0.12548, -1.81532], [-1.56470, 0.44920, -2.48557], [0.78618, 1.82491, -1.89483], [1.99516, -1.00584, -2.74415], [1.03434, -0.20043, -4.03899], [0.46226, -1.73727, -3.27825], [0.98413, -0.79019, -3.11225], [1.75532, 1.84625, -1.38961], [0.89218, 2.12839, -2.94198], [-1.47633, 0.76224, -3.53192], [-2.05303, 1.25090, -1.91953], [0.10074, 2.51297, -1.38689], [-2.18066, -0.45420, -2.42743], [-1.28000, 0.30521, 0.70668], [-2.17301, 0.98679, 0.98312], [1.72805, 0.84668, 0.99916], [-0.14369, 0.69771, 3.36034], [0.03563, -0.65375, 3.41516], [0.06652, -1.20778, 4.66277], [0.18269, -1.40089, 2.42610], [-0.11120, 1.17807, 4.24836], [0.35753, 1.16939, 2.60127], [0.08759, -2.21036, 4.71227], [-0.28661, -0.68379, 5.44314]],
  "atomic_forces_ev_per_a": [[0.070, -0.026, 0.434], [-0.788, -1.430, -0.170], [1.612, -0.591, 1.956], [-0.197, 1.926, -2.439], [-0.133, -0.415, 0.315], [0.146, -0.311, 0.504], [-0.243, 0.157, -0.418], [-0.155, -0.137, 0.325], [0.111, 0.061, -0.173], [0.170, -0.272, 0.418], [-0.075, 0.145, -0.213], [-0.074, -0.164, 0.133], [0.066, -0.071, 0.179], [0.123, -0.142, -0.095], [0.166, -0.128, -0.043], [0.017, 0.262, -0.233], [-4.309, 3.899, 1.122], [3.121, -2.517, -0.941], [0.667, 0.052, -0.417], [0.256, -0.349, -0.399], [0.083, -0.062, 2.131], [-0.216, 0.515, -1.436], [-0.046, -0.182, -1.363], [0.003, 0.116, -0.090], [-0.399, -0.120, 0.523], [-0.090, -0.139, 0.142], [0.116, -0.077, 0.248]],
  "lowdin_charge": [0.7325, 0.8313, 0.1029, 0.6254, -0.2448, -0.2348, -0.0219, 0.0839, 0.0552, -0.2710, 0.0125, 0.0791, 0.0818, 0.0636, 0.0682, -0.0073, -0.3586, 0.2059, 0.2419, 0.1518, -0.6051, 0.2095, -0.1639, 0.1300, -0.0213, 0.1279, 0.1253]
}


No. 5
{
  "formula": "C5H13ClN2",
  "method": "ωB97M-V with the def2-TZVPD basis set",
  "e_tot_ev": -20893.3276,
  "e_above_lowest_kj_mol": 328.04,
  "e_homo_ev": [-8.8, -8.8],
  "elements": ["C", "C", "C", "C", "C", "N", "N", "Cl", "H", "H", "H", "H", "H", "H", "H", "H", "H", "H", "H", "H", "H"],
  "coordinates": [[-2.21635, 1.57895, -0.70032], [2.08683, -1.83045, 0.41780], [-2.12738, 0.47932, 0.32214], [-0.62300, 0.12635, 0.54335], [0.13708, -0.60342, -0.62893], [2.37963, 0.70052, 0.43833], [1.49957, -0.89084, -0.49317], [3.95293, 0.55995, -0.05996], [-3.35809, 1.82401, -0.66576], [-1.70915, 2.58075, -0.47457], [-1.93985, 1.23441, -1.69629], [3.14741, -1.81514, 0.27531], [1.77239, -1.62871, 1.53349], [1.71777, -2.87915, 0.16030], [-2.63640, 0.81110, 1.28942], [-2.57976, -0.53044, 0.03329], [-0.20444, 1.03632, 0.96208], [-0.66207, -0.61946, 1.38007], [-0.04518, 0.00121, -1.68084], [-0.49035, -1.44822, -0.81012], [1.89840, 1.31295, -0.14563]],
  "atomic_forces_ev_per_a": [[-3.020, 1.489, 0.008], [-2.706, -1.169, 1.802], [1.186, -1.334, 0.602], [-0.821, -1.167, 1.601], [-2.239, 3.506, -1.416], [-1.610, -3.687, 0.427], [2.919, 1.994, 0.814], [0.877, 0.327, -0.473], [1.863, -0.022, -0.802], [-0.348, -1.685, 0.019], [-0.077, 0.223, 0.004], [0.511, -0.016, 0.181], [0.775, -0.475, -1.886], [0.390, 1.180, 0.171], [0.937, -0.576, -1.116], [-0.085, 1.634, -0.064], [0.803, -0.034, -0.292], [0.489, 0.573, -0.409], [0.723, -1.095, 2.513], [0.046, -1.353, -0.054], [-0.613, 1.687, -1.627]],
  "lowdin_charge": [-0.1535, -0.2006, -0.3002, -0.2277, -0.2740, -0.4296, -0.1105, 0.5698, 0.0959, 0.0975, 0.0516, 0.0085, 0.1074, 0.1038, 0.1223, 0.1225, 0.0871, 0.1098, 0.1507, 0.1015, -0.0323]
}


No. 6
{
  "formula": "C5H13ClN2P",
  "method": "ωB97M-V with the def2-TZVPD basis set",
  "charge": 1,
  "e_tot_ev": -30180.9782,
  "smiles": "CN1CC[N+](C)=[P@@]1(C)Cl",
  "e_above_lowest_kj_mol": 0.00,
  "e_homo_ev": -13.8,
  "elements": ["C", "N", "C", "C", "N", "C", "P", "C", "Cl", "H", "H", "H", "H", "H", "H", "H", "H", "H", "H", "H", "H", "H"],
  "coordinates": [[-0.20551, 2.42152, 1.16185], [-0.49523, 1.00804, 0.68236], [-1.39252, 1.00322, -0.45094], [-1.17808, -0.37566, -1.18598], [0.29171, -0.59144, -1.09544], [0.88124, -1.87077, -1.69843], [0.80248, 0.02407, 0.37447], [0.73294, -1.19957, 1.72235], [2.44252, 1.12036, 0.22768], [0.23097, 2.37743, 2.23447], [0.58812, 2.77987, 0.43974], [-1.20544, 2.74756, 1.15616], [-1.24161, 1.89823, -1.10935], [-2.42713, 0.97169, -0.06190], [-1.65885, -1.16115, -0.63516], [-1.47509, -0.41901, -2.19770], [1.95833, -1.80604, -1.73161], [0.69750, -2.72989, -1.07804], [0.25208, -1.80230, -2.63474], [1.59822, -1.93158, 1.52901], [-0.16734, -1.73239, 1.67940], [0.97067, -0.73219, 2.67182]],
  "atomic_forces_ev_per_a": [[2.253, -2.523, 0.777], [1.463, 0.449, 0.352], [-1.328, -0.851, -1.303], [1.466, 1.168, 1.688], [1.587, -0.355, 1.295], [-2.067, 2.158, -0.063], [-2.565, -0.663, -0.407], [4.447, -0.060, -1.064], [0.380, -0.720, 0.133], [-0.830, 0.223, -1.809], [-1.504, 0.739, 0.958], [-0.693, 1.795, 0.063], [-0.096, -0.839, 0.358], [0.379, 0.434, -0.311], [-0.637, -0.410, 0.281], [-0.376, 0.267, -1.139], [0.193, 0.415, -0.847], [-0.713, -0.509, 0.089], [1.651, -1.196, 0.487], [-1.193, 0.795, 0.361], [-1.483, -0.423, -0.068], [-0.335, 0.108, 0.169]],
  "lowdin_charge": [-0.0698, -0.3364, -0.1869, -0.1451, -0.3097, -0.0249, 0.4747, -0.1373, 0.5207, 0.1203, 0.0578, 0.0694, 0.1418, 0.1349, 0.1132, 0.1120, 0.0785, 0.0710, 0.1157, 0.0932, 0.0436, 0.0635]
}